# 1
The following is a DFT calculation (ωB97M-V/def2-TZVPD) of an isolated molecule of H5P3S at a distorted geometry.

Last column: Löwdin charge in e.
Cartesian coordinates (Å):
P  1.621  -0.050  1.895  0.317
P  1.006  -0.132  -0.022  0.073
P  -1.030  0.143  -0.429  -0.027
S  -1.979  1.369  0.648  0.107
H  0.221  0.401  2.074  -0.245
H  1.869  0.542  -0.888  -0.091
H  1.146  -1.282  -1.093  -0.015
H  -1.531  -1.107  -0.367  -0.078
H  -1.323  0.115  -1.818  -0.040

Gap between HOMO and LUMO = 8.21 eV
HOMO = -8.122 eV
Total charge = 0
Largest force on an atom = 4.27 eV/A
SMILES = P=[PH2][PH2]=S
Molar mass = 130.0 g mol⁻¹
Energy above the lowest of the compared OMol25 structures with the same formula, charge and spin = 1.725 eV

***

# 2
The following is a DFT calculation (ωB97M-V/def2-TZVPD) of a structure of composition C16H16BN9O7Pt at a distorted geometry.

Last column: Löwdin spin population.
Cartesian coordinates (Å):
C  0.450  3.206  -0.926  0.035
N  0.702  1.972  -1.408  0.428
N  0.942  2.050  -2.760  0.081
C  0.803  3.344  -3.127  0.220
C  0.509  4.094  -1.992  0.398
B  1.159  0.738  -3.602  0.003
N  2.226  -0.122  -2.843  0.017
N  2.080  -0.347  -1.494  0.037
C  2.995  -1.260  -1.098  0.013
C  3.736  -1.641  -2.211  0.014
C  3.231  -0.911  -3.290  -0.001
Pt  0.481  0.193  -0.438  0.689
N  -0.170  -0.065  -3.350  0.096
N  -0.542  -0.341  -2.058  0.210
C  -1.636  -1.130  -2.060  0.083
C  -1.988  -1.342  -3.388  0.417
C  -1.059  -0.657  -4.176  0.160
H  -2.081  -1.453  -1.132  0.001
H  -0.967  -0.531  -5.246  0.003
H  -2.825  -1.924  -3.720  0.014
H  1.412  0.941  -4.750  -0.001
H  3.487  -0.937  -4.342  0.000
H  0.884  3.626  -4.165  0.006
H  4.522  -2.381  -2.237  0.001
H  0.330  5.150  -1.934  0.014
H  3.038  -1.583  -0.073  0.001
H  0.225  3.381  0.113  -0.003
H  0.457  -2.417  0.690  0.016
C  0.595  -3.186  1.462  0.023
H  0.742  -4.156  0.976  0.002
H  1.460  -2.928  2.072  0.000
H  -0.272  -3.245  2.126  0.000
O  -2.861  -0.596  6.519  -0.262
N  -1.766  -0.119  6.148  0.029
O  -0.850  0.161  6.944  0.401
C  -1.569  0.106  4.727  0.221
C  -2.632  -0.191  3.863  -0.019
C  -2.459  -0.058  2.488  0.143
C  -1.215  0.454  1.931  0.119
O  -1.144  0.858  0.699  0.171
C  -0.116  0.637  2.834  0.050
C  -0.342  0.575  4.221  0.086
N  1.168  1.054  2.363  -0.003
O  1.905  1.659  3.146  0.045
O  1.651  0.740  1.184  0.001
N  -3.543  -0.474  1.613  0.003
O  -4.568  -0.957  2.146  0.060
O  -3.436  -0.343  0.376  -0.019
H  -3.587  -0.516  4.268  -0.003
H  0.443  0.868  4.911  0.001

Gap between HOMO and LUMO (spin up / spin down) = 7.38 / 4.22 eV
HOMO (spin up / spin down) = -21.799 / -21.661 eV
<S²> = 6.20
Total charge = +4
Largest force on an atom = 4.28 eV/A
Molar mass = 652.3 g mol⁻¹
Multiplicity = 5

***

> Number 1 is which compound?

H5P3S

***

> Which of these has the lowest largest force on an atom?

H5P3S

***

Copy entry 1 word for word.
The following is a DFT calculation (ωB97M-V/def2-TZVPD) of an isolated molecule of H5P3S at a distorted geometry.

Last column: Löwdin charge in e.
Cartesian coordinates (Å):
P  1.621  -0.050  1.895  0.317
P  1.006  -0.132  -0.022  0.073
P  -1.030  0.143  -0.429  -0.027
S  -1.979  1.369  0.648  0.107
H  0.221  0.401  2.074  -0.245
H  1.869  0.542  -0.888  -0.091
H  1.146  -1.282  -1.093  -0.015
H  -1.531  -1.107  -0.367  -0.078
H  -1.323  0.115  -1.818  -0.040

Gap between HOMO and LUMO = 8.21 eV
HOMO = -8.122 eV
Total charge = 0
Largest force on an atom = 4.27 eV/A
SMILES = P=[PH2][PH2]=S
Molar mass = 130.0 g mol⁻¹
Energy above the lowest of the compared OMol25 structures with the same formula, charge and spin = 1.725 eV